38
Properties=species:S:1:pos:R:3:nbo_charge:R:1 method="wB97M-V/def2-TZVPD" lumo_ev=-0.7 homo_lumo_gap_ha=0.26055 e_above_lowest_ev=0.4081 total_charge=0 energy_ha=-1672.0364 spin_multiplicity=1
Rh 0.3582 -0.6339 0.8206 0.828
Cl -5.2539 0.2149 -3.0858 -0.003
C -4.0124 -0.4435 -2.0611 -0.063
C -4.0166 -1.7729 -1.7526 -0.211
C -3.0282 -2.3338 -0.9205 -0.263
I -3.0912 -4.3582 -0.4716 0.171
C -2.0116 -1.5662 -0.3805 0.385
O -1.0836 -2.0125 0.4188 -0.747
C -2.0219 -0.1780 -0.7274 0.084
N -1.0010 0.5537 -0.1902 -0.447
C -0.9356 1.8464 -0.4232 0.083
C -1.8789 2.5070 -1.2243 -0.271
C -2.9004 1.7923 -1.7873 -0.100
C -3.0028 0.4068 -1.5481 -0.104
H -4.7945 -2.4080 -2.1536 0.241
H -0.1080 2.3756 0.0290 0.216
H -1.7822 3.5707 -1.3871 0.231
H -3.6365 2.2769 -2.4142 0.236
C 2.5639 1.1458 -1.0952 -0.614
C 2.9966 -0.1000 -0.3266 0.013
C 3.0763 -1.3111 -1.2596 -0.607
C 4.3376 0.1307 0.3727 -0.598
N 2.0283 -0.4053 0.7105 -0.392
H 3.3085 1.4044 -1.8501 0.215
H 2.4538 1.9947 -0.4172 0.208
H 1.6111 0.9699 -1.5977 0.213
H 3.8117 -1.1290 -2.0455 0.211
H 2.1064 -1.4966 -1.7233 0.218
H 3.3675 -2.2026 -0.7041 0.220
H 5.1111 0.3482 -0.3654 0.210
H 4.6286 -0.7552 0.9370 0.219
H 4.2708 0.9722 1.0638 0.213
C -0.2949 0.4396 4.7137 -0.245
O -0.2420 -0.6256 3.7786 -0.730
H 0.6660 0.5957 5.2112 0.164
H -1.0688 0.2818 5.4698 0.163
H -0.5406 1.3390 4.1524 0.181
H 0.0094 -1.4337 4.2340 0.472

41
Properties=species:S:1:pos:R:3:nbo_charge:R:1 method="wB97M-V/def2-TZVPD" lumo_ev=-1.1 homo_lumo_gap_ha=0.29908 e_above_lowest_ev=0.0000 total_charge=0 energy_ha=-1730.0852 spin_multiplicity=1
C 1.6261 3.7771 0.9867 -0.640
C 2.8920 3.4141 0.2213 -0.607
H 0.8745 4.2271 0.3334 0.186
H 1.8626 4.5053 1.7762 0.210
H 1.1808 2.9225 1.4993 0.245
H 2.7026 2.6565 -0.5436 0.191
H 3.3134 4.3006 -0.2718 0.199
H 3.6520 3.0291 0.9073 0.204
C -2.6678 0.6332 -0.1523 0.087
C -3.9948 0.3476 -0.4525 -0.247
C -4.2588 -0.6621 -1.3917 -0.135
C -3.2017 -1.3810 -1.9396 -0.226
H -2.3897 1.3180 0.6500 0.241
H -4.7797 0.9095 0.0512 0.240
H -5.2770 -0.8923 -1.6765 0.229
H -3.3506 -2.2410 -2.5923 0.224
N -1.6414 0.0703 -0.8283 -0.522
C -1.8815 -0.9958 -1.6317 0.193
C -0.7118 -1.7857 -2.0911 0.153
N 0.4977 -1.4354 -1.6075 -0.479
C 1.5706 -2.1892 -1.8571 0.064
C 0.2977 -3.6387 -3.2761 -0.158
C 1.5300 -3.2920 -2.7212 -0.236
H 2.4957 -1.8945 -1.3520 0.217
H 2.4497 -3.8382 -2.9189 0.233
C -0.8385 -2.9013 -2.9448 -0.213
H -1.8249 -3.1588 -3.3163 0.216
H 0.2225 -4.4822 -3.9601 0.229
Hg 0.5125 0.7799 -0.3210 1.227
C 2.4819 0.4593 0.3847 -1.043
H 3.1660 0.6228 -0.4639 0.200
H 2.6174 -0.5396 0.8240 0.241
H 2.6791 1.2193 1.1460 0.236
F -0.0466 0.3463 5.5163 -0.318
C -0.6724 -0.1478 4.4240 0.696
F -0.8343 -1.4850 4.5754 -0.325
F -1.8985 0.4198 4.3387 -0.329
S 0.3014 0.2012 2.8861 2.328
O 0.5557 1.6291 2.9876 -0.986
O 1.4541 -0.6715 2.9724 -0.964
O -0.6661 -0.1564 1.8295 -1.061

37
Properties=species:S:1:pos:R:3:nbo_charge:R:1 method="wB97M-V/def2-TZVPD" smiles="O=C(N[C@@H](c1ccccc1)N1CCCCC1)C(F)(F)F" lumo_ev=0.7 homo_lumo_gap_ha=0.34688 e_above_lowest_ev=1.6935 total_charge=0 energy_ha=-1028.0425 spin_multiplicity=1
C -3.3831 -1.7056 -0.5087 -0.400
C -3.2256 -0.3436 -1.1737 -0.404
C -2.1578 0.5233 -0.5168 -0.210
N -0.9102 -0.2026 -0.3378 -0.466
C 0.2437 0.6579 -0.1856 0.098
C 1.5901 -0.0478 -0.3895 -0.062
C 1.6089 -1.2866 -1.0212 -0.210
C 2.8075 -2.0016 -1.1044 -0.211
C 3.9986 -1.4085 -0.6658 -0.214
C 3.9903 -0.1115 -0.1361 -0.224
C 2.7704 0.5589 0.0222 -0.162
C -1.0387 -1.4076 0.4652 -0.229
C -2.0355 -2.3584 -0.2123 -0.398
H -3.9462 -1.5949 0.4238 0.196
H -3.9648 -2.3576 -1.1641 0.212
H -2.9622 -0.4596 -2.2282 0.199
H -4.1669 0.2081 -1.1652 0.211
H -1.9470 1.4207 -1.1240 0.220
H -2.5398 0.8881 0.4610 0.163
H 0.1546 1.3849 -1.0135 0.223
H 0.6712 -1.6644 -1.4328 0.231
H 2.8020 -3.0008 -1.5378 0.217
H 4.9416 -1.9539 -0.7187 0.216
H 4.9180 0.3963 0.1408 0.217
H 2.7351 1.5522 0.4660 0.219
H -0.0649 -1.9050 0.5654 0.219
H -1.4158 -1.1627 1.4803 0.161
H -2.1630 -3.2487 0.4102 0.209
H -1.5900 -2.7083 -1.1520 0.196
H 0.5297 0.9553 1.8859 0.417
N 0.2990 1.4353 1.0170 -0.650
C -0.0386 2.7533 1.0409 0.595
C 0.8741 3.5594 2.0171 0.900
F 0.5439 3.2544 3.3122 -0.326
F 2.1922 3.1973 1.8548 -0.329
F 0.7929 4.8970 1.8557 -0.297
O -0.9139 3.2873 0.3701 -0.531

38
Properties=species:S:1:pos:R:3:nbo_charge:R:1 method="wB97M-V/def2-TZVPD" smiles="CCOc1ccccc1N1CCN(C(=O)C(F)(F)F)CC1" lumo_ev=0.7 homo_lumo_gap_ha=0.31812 e_above_lowest_ev=0.0000 total_charge=0 energy_ha=-1103.2770 spin_multiplicity=1
C 3.3482 2.0398 -2.4427 -0.617
C 2.2032 1.0936 -2.7705 -0.059
H 1.6462 1.4616 -3.6428 0.175
H 2.5945 0.0921 -2.9994 0.171
O 1.3571 1.0430 -1.6399 -0.511
C 0.2013 0.3145 -1.7045 0.278
C -0.1553 -0.4758 -2.7855 -0.280
C -1.3526 -1.1749 -2.7882 -0.213
C -2.2007 -1.0883 -1.7051 -0.237
C -1.8488 -0.3116 -0.6137 -0.196
C -0.6554 0.3987 -0.5850 0.099
N -0.2756 1.2398 0.4809 -0.434
C -1.2793 1.6676 1.4295 -0.220
H -1.0347 2.6938 1.7289 0.200
C -1.2913 0.7705 2.6915 -0.257
N -0.6827 -0.5133 2.3903 -0.414
C -1.4386 -1.6116 2.4782 0.588
O -2.6072 -1.6349 2.7971 -0.585
C -0.7249 -2.9559 2.1687 0.904
F -1.5130 -3.9830 2.4644 -0.298
F 0.4080 -3.1154 2.8813 -0.326
F -0.3822 -3.0838 0.8739 -0.319
C 0.7043 -0.4492 1.9649 -0.240
H 0.9307 -1.2871 1.3073 0.224
C 0.9287 0.8669 1.1858 -0.230
H 1.1818 1.6833 1.8666 0.195
H 1.7460 0.7415 0.4787 0.240
H 1.3646 -0.5005 2.8387 0.201
H -2.3067 0.5840 3.0410 0.255
H -0.7170 1.2340 3.4990 0.195
H -2.2533 1.6872 0.9442 0.217
H -2.5228 -0.2790 0.2282 0.209
H -3.1333 -1.6304 -1.6930 0.216
H -1.6115 -1.7820 -3.6418 0.214
H 0.4934 -0.5489 -3.6438 0.217
H 2.9554 3.0213 -2.1925 0.216
H 3.9121 1.6654 -1.5925 0.210
H 4.0115 2.1270 -3.2983 0.214

38
Properties=species:S:1:pos:R:3:nbo_charge:R:1 method="wB97M-V/def2-TZVPD" smiles="N[C@@H](Cc1c[nH]c2ccccc12)C(=O)N[C@@H](CS)C(=O)O" lumo_ev=0.5 homo_lumo_gap_ha=0.32316 e_above_lowest_ev=0.2156 total_charge=0 energy_ha=-1331.9154 spin_multiplicity=1
C 0.8673 0.1895 -0.4337 -0.133
C 1.4350 -1.2236 -0.5200 0.692
C 0.4212 0.4088 1.0171 -0.420
C -0.0357 1.8122 1.3153 -0.114
C 0.7687 2.8594 1.7304 -0.001
C -1.3575 2.3340 1.1338 -0.105
C -1.3197 3.7327 1.4780 0.147
C -2.5796 1.8123 0.6934 -0.207
C -2.4314 4.5646 1.4374 -0.240
C -3.7140 2.6549 0.6471 -0.230
C -3.6188 3.9983 1.0184 -0.216
C 0.9707 -3.5619 -1.4032 -0.177
C 1.0847 -4.4393 -0.1257 0.780
C 2.2062 -3.6580 -2.2706 -0.542
H 0.1741 0.6275 -2.2879 0.372
H -0.7980 1.1909 -1.0465 0.392
H 1.7064 0.8656 -0.5894 0.200
H 1.2313 0.1039 1.6837 0.243
H -0.4124 -0.2739 1.2448 0.219
H 1.8177 2.8250 1.9650 0.218
H 0.3186 4.8713 2.2608 0.414
H -2.6445 0.7805 0.4510 0.215
H -2.3085 5.6217 1.7431 0.217
H -4.6983 2.3496 0.2790 0.219
H -4.4231 4.6869 0.8300 0.214
H -0.2184 -1.7305 -1.4588 0.436
H 0.0271 -3.9059 -1.8388 0.245
H 2.1056 -2.9511 -3.1349 0.237
H 3.1193 -3.3932 -1.6889 0.243
H 2.3087 -6.0315 -1.8685 0.138
H 2.2737 -3.1061 0.5510 0.506
N -0.2157 0.3885 -1.3521 -0.859
N 0.0025 3.9977 1.8728 -0.530
N 0.6353 -2.1516 -1.1207 -0.622
O 2.5138 -1.5021 -0.0189 -0.670
O 0.4760 -5.4567 -0.0193 -0.566
O 1.9136 -3.9870 0.8266 -0.688
S 2.3982 -5.3034 -3.0009 -0.027

38
Properties=species:S:1:pos:R:3:nbo_charge:R:1 method="wB97M-V/def2-TZVPD" smiles="N[C@@H](Cc1c[nH]c2ccccc12)C(=O)N[C@@H](CO)C(=O)O" lumo_ev=0.5 homo_lumo_gap_ha=0.33320 e_above_lowest_ev=2.0393 total_charge=0 energy_ha=-1008.9261 spin_multiplicity=1
C -0.9076 1.7903 -0.9183 -0.149
C -1.9181 1.4654 0.1666 0.677
C 0.3468 2.4274 -0.4817 -0.406
C 1.1445 1.5262 0.4377 -0.093
C 1.3102 1.5200 1.8053 -0.026
C 1.9963 0.5090 -0.0748 -0.138
C 2.6797 -0.1183 0.9827 0.201
C 2.3191 0.1166 -1.4086 -0.206
C 3.6146 -1.1139 0.7484 -0.270
C 3.3114 -0.8260 -1.6552 -0.248
C 3.9805 -1.3777 -0.5508 -0.201
C -1.3437 -0.9966 0.3116 -0.201
C -1.6744 -1.8630 -0.9244 0.772
C -1.6493 -1.8813 1.5106 -0.058
H -1.9395 3.3778 -1.2492 0.370
H -2.3555 2.1634 -2.2386 0.356
H -0.6206 0.8740 -1.4557 0.181
H 0.1143 3.3512 0.0161 0.226
H 1.0101 2.6266 -1.3658 0.232
H 0.8152 2.1583 2.5470 0.230
H 2.7914 0.5157 2.9413 0.407
H 1.7851 0.5855 -2.2015 0.212
H 3.9751 -1.8142 1.4704 0.222
H 3.4877 -1.0898 -2.6777 0.223
H 4.7422 -2.2154 -0.6486 0.218
H -3.0208 -0.0101 1.0645 0.431
H -0.3168 -0.5991 0.1911 0.234
H -1.1320 -2.8752 1.4074 0.172
H -1.3405 -1.3557 2.4244 0.199
H -3.3811 -2.0232 0.7340 0.491
H 0.1212 -1.9343 -1.4615 0.496
N -1.5658 2.6845 -1.8293 -0.795
N 2.1798 0.4594 2.1358 -0.553
N -2.1358 0.1649 0.5508 -0.628
O -2.5875 2.3819 0.6040 -0.623
O -2.7973 -2.2106 -1.0882 -0.590
O -3.0326 -1.9528 1.6473 -0.721
O -0.7503 -2.2142 -1.8124 -0.644

43
Properties=species:S:1:pos:R:3:nbo_charge:R:1 method="wB97M-V/def2-TZVPD" smiles="CC(=O)OC[C@H]1O[C@@H](n2ncc(=O)[nH]c2=O)[C@H](OC(C)=O)[C@@H]1OC(C)=O" lumo_ev=0.3 homo_lumo_gap_ha=0.37363 total_charge=0 energy_ha=-1385.1920 spin_multiplicity=1
C -3.0979 -3.1725 -1.5240 -0.715
C -2.2646 -2.3952 -0.5447 0.829
O -2.6291 -1.3958 0.0236 -0.643
O -1.0690 -2.9643 -0.3778 -0.501
C -0.1166 -2.2681 0.4138 -0.124
H 0.5389 -3.0135 0.8659 0.224
H -0.6296 -1.6920 1.1885 0.227
C 0.7129 -1.3322 -0.4813 0.063
H 1.3381 -1.9410 -1.1462 0.199
C 1.5773 -0.3561 0.3406 0.038
C 1.1177 1.0509 -0.1069 0.051
O 2.0749 1.6679 -0.9474 -0.510
C 3.1322 2.2425 -0.3352 0.814
O 3.2455 2.3277 0.8546 -0.587
C 4.1085 2.7548 -1.3549 -0.715
H 4.6496 1.9081 -1.7715 0.241
H 4.8102 3.4347 -0.8821 0.237
H 3.5766 3.2500 -2.1618 0.238
H 0.9303 1.6908 0.7597 0.241
C -0.1378 0.7896 -0.9502 0.237
N -1.3941 1.1488 -0.2951 -0.286
N -2.3165 1.5973 -1.1464 -0.148
C -3.5198 1.7854 -0.7673 -0.070
C -3.9954 1.5174 0.5935 0.618
O -5.1206 1.6552 1.0038 -0.557
N -2.9587 1.0945 1.4129 -0.619
C -1.6724 0.8213 1.0260 0.818
O -0.8362 0.4039 1.7913 -0.641
H -3.1923 0.8351 2.3662 0.435
H -4.2151 2.1524 -1.5054 0.218
O -0.1151 -0.5511 -1.3284 -0.508
H -0.1252 1.3924 -1.8671 0.232
H 1.3974 -0.4968 1.4107 0.242
O 2.9609 -0.5036 0.0767 -0.511
C 3.5769 -1.5389 0.6760 0.810
O 2.9961 -2.3635 1.3265 -0.596
C 5.0538 -1.4986 0.4099 -0.716
H 5.2341 -1.4251 -0.6592 0.237
H 5.4693 -0.6138 0.8874 0.246
H 5.5233 -2.3903 0.8128 0.238
H -2.9101 -2.7720 -2.5188 0.245
H -2.8148 -4.2201 -1.5087 0.235
H -4.1516 -3.0492 -1.2919 0.237